No. 1
{
  "formula": "C16H23N4O",
  "method": "ωB97M-V with the def2-TZVPD basis set",
  "elements": ["O", "H", "H", "H", "N", "C", "C", "C", "C", "H", "H", "H", "H", "H", "N", "C", "C", "C", "C", "H", "H", "H", "H", "H", "N", "C", "C", "C", "C", "H", "H", "H", "H", "H", "N", "C", "C", "C", "C", "H", "H", "H", "H", "H"],
  "xyz": [[0.34697, -0.43733, -0.28286], [1.09807, -0.54180, -0.92711], [0.38708, 0.47359, -0.06787], [0.18780, -0.95839, 0.51335], [-3.81330, 1.29890, -0.26966], [-3.10573, 0.44047, -1.04276], [-2.61333, -0.61155, -0.26951], [-3.15174, -0.26209, 1.14609], [-3.81114, 0.89325, 1.08757], [-4.42440, 2.20469, -0.46523], [-2.99436, 0.40283, -2.09713], [-2.14970, -1.57276, -0.68992], [-3.14070, -0.98454, 2.01836], [-4.12894, 1.42947, 1.85735], [1.88764, 0.35943, -2.74599], [3.05444, 0.51020, -1.91799], [3.25798, -0.62284, -1.35028], [2.30626, -1.65700, -1.96843], [1.57567, -0.93772, -2.83315], [1.34604, 1.07187, -3.51780], [3.43047, 1.40228, -1.78001], [4.06536, -0.88468, -0.56472], [2.17274, -2.70968, -1.64730], [0.64766, -1.19209, -3.45198], [-1.13456, 2.21735, 0.35251], [-0.19091, 2.21090, 1.31553], [1.00249, 2.39309, 0.71855], [0.79373, 2.66265, -0.62111], [-0.60388, 2.61712, -0.85137], [-2.28038, 1.94380, 0.48876], [-0.39849, 2.18866, 2.25977], [1.91904, 2.63017, 1.33054], [1.42115, 2.91185, -1.55937], [-1.04088, 2.67645, -1.75070], [-0.03889, -2.65424, 1.53713], [1.26717, -2.99807, 1.18018], [2.03837, -1.92969, 1.78321], [1.09973, -1.16611, 2.57843], [-0.11113, -1.69722, 2.43461], [-0.66592, -3.42156, 1.29829], [1.33805, -3.90570, 0.81848], [3.15272, -1.99379, 1.71846], [1.20091, -0.38517, 3.30990], [-1.19914, -1.41499, 2.92519]],
  "atomic_forces_ev_per_a": [[-0.6, -0.1, -1.7], [0.3, -1.6, 0.4], [-0.2, 2.7, 1.0], [0.5, -0.8, 0.6], [-2.5, 3.7, 1.2], [0.6, -2.5, 0.8], [-2.0, 0.8, 1.7], [1.9, -4.0, -1.3], [1.4, -2.0, -4.3], [2.1, -2.8, -0.3], [-0.3, 0.9, -0.7], [-0.7, 1.8, 1.0], [0.3, 1.3, -1.1], [-1.9, 2.4, 2.8], [-0.6, 3.9, -3.3], [-4.5, -0.3, -2.9], [1.5, -6.4, 2.2], [1.9, 0.1, 2.1], [-3.1, -0.9, -1.4], [2.7, -2.4, 3.3], [2.0, 4.3, 0.6], [-1.6, 0.6, -1.6], [0.3, 1.0, -0.5], [1.7, 0.0, 1.0], [-5.2, 0.2, -0.4], [0.0, -0.4, -4.7], [3.5, 1.4, 1.7], [-1.2, 1.0, -4.2], [3.8, -1.4, 4.1], [4.5, 1.3, -0.3], [-1.3, -0.5, 5.4], [-0.9, -0.7, -1.0], [-0.5, -0.4, 2.3], [-2.1, 0.1, -2.8], [0.2, -4.7, -2.4], [-0.5, 8.0, 3.9], [-0.1, -3.0, -0.6], [2.4, 0.6, 0.5], [-5.4, 1.5, 1.9], [-0.7, 0.9, 0.7], [1.3, -4.1, -2.3], [-1.3, 0.7, 0.4], [0.8, 0.3, -0.2], [3.4, -0.6, -1.4]],
  "charge": 1,
  "total_energy_ha": -917.2593,
  "homo_lumo_gap_ev": 9.2
}

***

No. 2
{
  "formula": "C6H11NO2S",
  "method": "ωB97M-V with the def2-TZVPD basis set",
  "elements": ["C", "C", "S", "O", "O", "C", "C", "C", "C", "N", "H", "H", "H", "H", "H", "H", "H", "H", "H", "H", "H"],
  "xyz": [[-2.36237, 1.26357, -0.59388], [-1.59790, 0.85861, 0.61104], [0.21017, 1.33496, 0.31866], [0.76952, 1.84771, 1.52818], [0.30365, 2.05973, -0.93567], [1.17703, -0.56531, 0.03194], [1.07698, -1.47290, 1.20128], [0.63689, -1.18371, -1.26844], [2.51051, -0.10427, 0.07103], [3.61997, -0.01691, 0.18038], [-1.97062, 2.20009, -0.97583], [-2.07675, 0.62395, -1.55176], [-3.40997, 1.31826, -0.53328], [-1.46149, -0.21945, 0.76169], [-2.12825, 1.24219, 1.47640], [1.98311, -1.81230, 1.74157], [0.62439, -0.93646, 2.09229], [0.46242, -2.26710, 0.85013], [0.89578, -0.62018, -2.20341], [-0.42206, -1.38654, -1.41708], [1.15900, -2.16397, -1.38525]],
  "atomic_forces_ev_per_a": [[2.0, -1.2, -3.9], [0.9, -0.7, -0.2], [-0.5, -1.8, -0.5], [0.3, 0.3, 0.5], [0.1, -0.6, 0.8], [-2.0, 2.4, -0.6], [-1.1, 0.6, 3.0], [1.7, -0.1, -1.7], [-2.4, -0.4, -1.4], [4.3, 0.9, 0.4], [-0.3, 0.5, 0.4], [-0.8, 0.8, 2.0], [-1.3, -0.1, 0.5], [-0.4, 0.1, -0.1], [0.9, 0.4, 0.5], [0.0, 0.0, -1.3], [-0.2, -0.5, -1.1], [-0.5, -1.0, 0.6], [0.1, -0.1, 1.1], [-0.2, 0.2, 1.0], [-0.4, 0.6, 0.1]],
  "charge": 0,
  "smiles": "CCS(=O)(=O)C(C)(C)C#N",
  "total_energy_ha": -838.5437,
  "homo_lumo_gap_ev": 10.3
}

***

No. 3
{
  "formula": "C34H26Cl2CsIN10O4",
  "method": "ωB97M-V with the def2-TZVPD basis set",
  "elements": ["Cs", "Cl", "C", "C", "C", "N", "C", "O", "C", "C", "C", "C", "C", "N", "C", "C", "C", "Cl", "N", "C", "O", "C", "C", "C", "C", "C", "N", "H", "H", "H", "H", "H", "H", "H", "H", "H", "H", "C", "C", "N", "C", "C", "C", "O", "C", "C", "N", "C", "C", "C", "C", "C", "C", "I", "C", "O", "H", "H", "H", "H", "H", "H", "H", "H", "H", "H", "H", "H", "N", "C", "N", "N", "C", "N", "H", "H", "H", "H"],
  "xyz": [[0.86451, 0.33160, 0.62180], [4.13852, 7.66265, 0.83125], [3.23478, 6.34327, 0.12055], [2.93450, 5.23721, 0.90201], [2.20367, 4.16079, 0.40700], [1.94999, 3.06000, 1.20737], [1.33511, 3.14494, 2.35724], [1.17038, 2.17609, 3.14936], [0.69149, 4.44329, 2.82719], [0.91643, 4.86119, 4.14001], [0.33470, 6.03236, 4.58129], [-0.48509, 6.74060, 3.71114], [-0.67937, 6.22631, 2.43991], [-0.10480, 5.11214, 1.99506], [1.79752, 4.15869, -0.96537], [2.12817, 5.28611, -1.72981], [2.82236, 6.36384, -1.19360], [3.17525, 7.73248, -2.23066], [1.06022, 3.06273, -1.41137], [0.73438, 2.95832, -2.68747], [1.02393, 3.67049, -3.67882], [-0.17458, 1.77076, -3.03388], [-0.74158, 1.75393, -4.31205], [-1.57059, 0.71293, -4.67999], [-1.80972, -0.30798, -3.76981], [-1.20033, -0.21736, -2.53052], [-0.41105, 0.79122, -2.16022], [3.27456, 5.20879, 1.92917], [1.53734, 4.24733, 4.77778], [0.51063, 6.39132, 5.58916], [-0.96405, 7.66519, 4.00790], [-1.32469, 6.73992, 1.73306], [1.82933, 5.31317, -2.76400], [-0.49709, 2.57177, -4.97376], [-2.02151, 0.69075, -5.66615], [-2.43831, -1.15694, -4.00612], [-1.34652, -1.01008, -1.80326], [-0.13970, -2.35370, 4.64865], [-1.42032, -2.19504, 3.88758], [-2.52727, -1.97064, 4.55425], [-3.68055, -1.79607, 3.87536], [-3.75714, -1.84042, 2.50580], [-5.07771, -1.64085, 1.81432], [-5.57166, -2.81288, 1.15446], [-2.58882, -2.12541, 1.77236], [-2.65738, -2.21654, 0.31219], [-2.16753, -3.10662, -0.46112], [-1.57402, -4.26720, 0.05154], [-2.26347, -5.09749, 0.94041], [-1.73337, -6.31064, 1.34181], [-0.50490, -6.73545, 0.84958], [0.19060, -5.92296, -0.03549], [-0.33361, -4.69849, -0.42136], [0.80158, -3.45204, -1.63966], [-1.35307, -2.30266, 2.44428], [-0.25042, -2.52235, 1.84998], [-0.32869, -2.21449, 5.71117], [0.60035, -1.62725, 4.30641], [0.29592, -3.34256, 4.47893], [-4.56906, -1.61104, 4.47061], [-5.01723, -0.81307, 1.09799], [-5.83517, -1.37967, 2.55262], [-4.93665, -3.06036, 0.47315], [-3.20755, -1.42303, -0.20298], [-3.22305, -4.76834, 1.31972], [-2.28589, -6.92960, 2.03795], [-0.10015, -7.69908, 1.13692], [1.14765, -6.23382, -0.43473], [2.01625, -4.02375, 2.04367], [3.04374, -4.62507, 1.43035], [3.18138, -5.97630, 1.63465], [3.97524, -4.04127, 0.71563], [3.81938, -2.73871, 0.50425], [3.72201, -1.60242, 0.30786], [1.20704, -4.56589, 2.30592], [1.74582, -3.07250, 1.81745], [2.33464, -6.48003, 1.84426], [3.78306, -6.41525, 0.95737]],
  "atomic_forces_ev_per_a": [[0.2, 0.2, 0.1], [0.0, 0.0, 0.0], [0.0, 0.0, 0.0], [0.0, 0.0, 0.0], [0.0, 0.0, 0.0], [0.0, -0.1, 0.0], [0.0, -0.1, 0.0], [0.0, 0.0, 0.0], [0.0, 0.0, 0.0], [0.0, 0.0, 0.0], [0.0, 0.0, 0.0], [0.0, 0.0, 0.0], [0.0, 0.0, 0.0], [0.0, 0.0, 0.0], [0.0, 0.0, 0.0], [0.0, 0.0, 0.0], [0.0, 0.0, 0.0], [0.0, 0.0, 0.0], [0.0, 0.0, -0.1], [0.0, 0.0, 0.0], [0.0, 0.0, 0.0], [0.0, 0.0, 0.0], [0.0, 0.0, 0.0], [0.0, 0.0, 0.0], [0.0, 0.0, 0.0], [0.0, 0.0, 0.0], [0.0, 0.0, 0.0], [0.0, 0.0, 0.0], [0.0, 0.0, 0.0], [0.0, 0.0, 0.0], [0.0, 0.0, 0.0], [0.0, 0.0, 0.0], [0.0, 0.0, 0.0], [0.0, 0.0, 0.0], [0.0, 0.0, 0.0], [0.0, 0.0, 0.0], [0.0, 0.0, 0.0], [0.0, 0.0, 0.0], [0.0, 0.0, 0.0], [0.0, 0.0, 0.0], [0.0, 0.0, 0.0], [0.0, 0.0, 0.0], [0.0, 0.0, 0.0], [0.0, 0.0, 0.0], [0.0, 0.0, 0.0], [0.0, 0.0, 0.0], [0.0, 0.0, 0.0], [0.0, 0.0, 0.0], [0.0, 0.0, 0.0], [0.0, 0.0, 0.0], [0.0, 0.0, 0.0], [0.0, 0.0, 0.0], [0.0, 0.0, 0.0], [-0.1, 0.0, 0.0], [0.0, 0.0, 0.0], [0.1, 0.0, 0.0], [0.0, 0.0, 0.0], [0.0, 0.0, 0.0], [0.0, 0.0, 0.0], [0.0, 0.0, 0.0], [0.0, 0.0, 0.0], [0.0, 0.0, 0.0], [0.0, 0.0, 0.0], [0.0, 0.0, 0.0], [0.0, 0.0, 0.0], [0.0, 0.0, 0.0], [0.0, 0.0, 0.0], [0.0, 0.0, 0.0], [0.0, -0.1, -0.1], [0.0, 0.1, 0.0], [0.0, 0.0, 0.0], [-0.1, 0.0, 0.0], [0.1, 0.0, 0.1], [-0.1, 0.0, -0.1], [0.0, 0.0, 0.0], [0.0, 0.0, 0.0], [0.0, 0.0, 0.0], [0.0, 0.0, 0.0]],
  "charge": -2,
  "total_energy_ha": -3398.1721,
  "homo_lumo_gap_ev": 5.1
}

***

No. 4
{
  "formula": "C11H14N2O",
  "method": "ωB97M-V with the def2-TZVPD basis set",
  "elements": ["C", "C", "C", "C", "C", "C", "C", "O", "H", "H", "H", "H", "H", "H", "H", "H", "C", "C", "C", "C", "N", "N", "H", "H", "H", "H", "H", "H"],
  "xyz": [[-0.10754, -1.81285, 3.25430], [0.66882, -1.41792, 0.90162], [-0.31418, -1.93687, 1.77264], [0.45641, -1.17289, -0.44793], [-1.54522, -2.32273, 1.21114], [-0.85300, -1.49147, -0.87925], [-1.79801, -2.16173, -0.13884], [-1.13560, -1.18450, -2.18120], [1.56807, -1.10018, 1.41700], [1.22038, -0.68420, -1.04997], [0.20322, -0.79213, 3.47607], [0.73359, -2.37412, 3.70436], [-2.40595, -2.69907, 1.74526], [-2.67267, -2.66613, -0.58707], [-1.53324, -1.82837, -2.77371], [-1.03125, -2.04379, 3.81937], [1.24634, 1.66246, -2.62306], [-0.17425, 1.67647, -0.48670], [0.96043, 2.01317, -1.23155], [1.13704, 2.98557, 0.71541], [-0.13026, 2.30408, 0.73128], [1.71586, 2.80260, -0.41844], [-1.08763, 1.01615, -0.59758], [-0.93840, 2.62963, 1.25782], [0.29419, 1.41456, -3.11824], [1.81467, 0.72541, -2.57898], [1.51547, 3.60044, 1.52749], [1.73832, 2.37057, -3.26602]],
  "atomic_forces_ev_per_a": [[0.1, -0.2, 0.8], [-0.2, 0.0, 1.2], [-0.2, 0.5, -0.7], [-1.1, 0.1, 1.3], [0.1, 0.0, 0.0], [0.5, -0.8, -2.4], [0.2, -0.5, 0.4], [0.6, 1.2, -0.7], [0.3, 0.0, -0.4], [-0.4, -0.5, -0.1], [-0.4, 0.2, 0.0], [-0.5, -0.3, -0.6], [0.4, -0.2, 0.7], [0.4, 0.9, 0.1], [-0.2, -0.4, 0.6], [0.6, 0.1, -0.3], [-1.0, -1.1, -0.2], [-3.9, -1.1, 2.4], [0.8, 1.2, 0.6], [-1.9, -0.4, 0.0], [1.8, 0.7, -1.2], [1.6, 0.1, -1.1], [1.4, 1.0, -0.7], [0.2, -0.6, 0.1], [0.3, -0.1, 0.2], [0.2, 0.1, -0.3], [-0.2, -0.2, -0.1], [0.5, 0.5, 0.4]],
  "charge": 1,
  "total_energy_ha": -611.9827,
  "homo_lumo_gap_ev": [8.7, 4.2],
  "spin_multiplicity": 2
}